Computed, not measured: 2 unconnected molecules or ions with the total composition C6H14N2, with wB97M-V/def2-TZVPD.

## Properties
**Energy above the lowest of the compared OMol25 structures with the same formula, charge and spin**: 21.1 kcal per mole
**SMILES**: C/C=C\N.CC(C)=N
**Orbital gap**: 9.03 eV
**Maximum force**: 1.0 eV Å⁻¹

XYZ file:
```
22
Properties=species:S:1:pos:R:3:nbo_charge:R:1
C -2.40927 -0.51104 -0.20125 -0.64
C -1.63145 0.48306 0.60292 -0.30
C -0.92029 0.24480 1.70132 0.00
N -0.65304 -0.99800 2.26206 -0.83
H -2.38965 -1.51009 0.22472 0.19
H -2.00984 -0.57046 -1.21100 0.21
H -3.44603 -0.19150 -0.27468 0.22
H -1.67875 1.50027 0.23916 0.20
H -0.40684 1.06013 2.19081 0.20
H -0.50209 -0.98500 3.26028 0.38
H -1.28798 -1.73186 1.98890 0.37
C 1.61248 1.40490 -1.81354 -0.67
C 1.69643 0.49513 -0.62900 0.33
C 1.32551 -0.94161 -0.87786 -0.69
N 2.08877 0.97127 0.46644 -0.64
H 0.58988 1.44107 -2.17821 0.22
H 2.24381 1.03807 -2.61932 0.22
H 1.93036 2.40460 -1.53134 0.23
H 0.45780 -1.00791 -1.53171 0.22
H 1.10471 -1.45139 0.06088 0.23
H 2.15912 -1.44553 -1.36288 0.23
H 2.12633 0.30105 1.23335 0.33
```